The following is a quantum chemistry calculation of a molecular structure, C31H41Cl5IMnN2O11P2, from the Open Molecules 2025 dataset.

```
94
Properties=species:S:1:pos:R:3:forces:R:3
Mn 0.584 1.640 0.146 -0.3537 0.8899 -0.1736
Cl -3.389 6.921 -0.972 0.1703 -0.1010 0.0390
C -1.985 5.958 -0.664 -0.1906 -0.1607 -0.0089
C -0.715 6.517 -0.687 0.2252 0.0438 -0.0005
Cl -0.508 8.203 -1.010 -0.0166 -0.1274 0.0190
C 0.412 5.712 -0.453 0.1108 0.2959 -0.0989
Cl 2.021 6.349 -0.494 -0.1462 0.0176 -0.0224
C 0.263 4.359 -0.201 1.1633 -0.0356 -0.0198
O 1.267 3.497 0.022 -0.4535 0.3395 0.1182
C -1.010 3.824 -0.162 -0.3411 -1.5141 0.3644
O -1.051 2.497 0.109 -0.5173 0.9481 -0.2625
C -2.125 4.587 -0.394 -0.5580 0.3393 -0.0968
Cl -3.671 3.801 -0.362 0.1745 0.1721 -0.0198
C -3.666 -3.211 1.847 0.0743 -0.0089 -0.1019
C -3.298 -1.907 2.533 0.2358 -0.0643 -0.1359
C -2.570 -2.110 3.846 0.1450 0.0160 0.0252
O -2.516 -1.005 1.687 -0.3424 -0.1212 0.2127
P -1.367 -1.272 0.653 0.1593 -0.1070 0.2194
O -0.869 0.052 0.215 0.5759 -0.1976 -0.2402
C -0.127 -2.290 1.432 0.0398 0.0645 0.2274
P 1.316 -2.579 0.366 -0.1838 0.1998 -0.4482
O 1.522 -1.539 -0.644 -0.2575 -0.3641 -0.0533
O 2.477 -2.829 1.384 0.3860 -0.0979 0.2189
C 3.423 -1.745 1.687 0.0617 0.2753 -0.1384
C 4.752 -2.101 1.066 0.1366 -0.0794 -0.0123
C 3.461 -1.596 3.186 0.1083 -0.0974 0.2000
O 1.031 -4.000 -0.247 0.0588 -0.3822 -0.0860
C 1.048 -5.231 0.532 0.0431 0.2496 0.0037
C 2.370 -5.926 0.310 0.1239 -0.0537 -0.0538
C -0.146 -6.039 0.090 -0.1494 -0.1302 -0.0828
O -1.886 -2.271 -0.437 -0.2259 0.1701 -0.4561
C -2.448 -1.927 -1.759 0.1223 0.1409 0.1640
C -1.304 -1.612 -2.696 0.0294 -0.0528 -0.0633
C -3.509 -0.849 -1.634 0.0760 0.0663 0.0881
H -4.366 -3.755 2.485 0.0432 0.0303 -0.0171
H -2.790 -3.846 1.685 -0.0778 0.0413 0.0191
H -4.142 -3.037 0.881 0.0117 0.0044 0.0837
H -4.206 -1.343 2.716 -0.1120 0.1748 -0.0221
H -1.694 -2.755 3.715 -0.1057 0.0419 0.0464
H -3.236 -2.583 4.571 0.0517 0.0232 -0.0607
H -2.240 -1.151 4.255 -0.0952 -0.1435 -0.0620
H -0.550 -3.275 1.646 -0.0602 0.1326 0.2137
H 0.171 -1.804 2.367 0.0078 -0.2070 -0.1521
H 3.056 -0.828 1.221 -0.0472 -0.0709 0.0388
H 5.056 -3.100 1.390 0.0460 0.0089 0.0254
H 5.511 -1.381 1.385 -0.0957 -0.0607 -0.0678
H 4.695 -2.067 -0.024 -0.0372 0.0073 0.1607
H 3.882 -2.494 3.648 -0.0424 0.0620 0.0137
H 2.462 -1.433 3.602 0.0820 0.0095 -0.0482
H 4.087 -0.742 3.453 -0.0527 -0.0515 -0.0051
H 0.949 -4.983 1.593 0.0022 0.1036 0.0176
H 2.492 -6.150 -0.753 0.0041 -0.0171 0.0677
H 2.402 -6.862 0.875 -0.0042 0.0560 -0.0545
H 3.200 -5.294 0.630 -0.0830 -0.0457 -0.0073
H 0.006 -6.410 -0.927 -0.0504 0.0404 0.0563
H -1.051 -5.425 0.099 0.0579 -0.0565 0.0256
H -0.292 -6.893 0.756 0.0180 0.0290 -0.0681
H -2.919 -2.852 -2.072 -0.0876 -0.2393 0.0485
H -0.733 -0.761 -2.338 0.0553 0.1325 0.0182
H -1.693 -1.390 -3.693 0.0273 -0.0133 0.0696
H -0.620 -2.462 -2.761 -0.0877 0.0657 0.0042
H -3.090 0.085 -1.254 0.0084 -0.0124 -0.0528
H -4.307 -1.160 -0.956 0.0456 -0.0127 -0.0639
H -3.947 -0.660 -2.617 0.0241 -0.0033 0.0501
C 2.154 3.798 -3.944 -0.1343 0.0830 0.0456
C 0.710 3.368 -3.814 0.0730 0.1991 -0.1505
C -0.237 4.033 -4.596 0.1615 0.0832 -0.0741
C -1.588 3.777 -4.488 -0.1146 0.0535 -0.0342
Cl -2.717 4.660 -5.482 0.1090 -0.0827 0.0960
C -2.052 2.841 -3.583 -0.1100 -0.0446 -0.0078
C -1.128 2.159 -2.815 -0.1052 -0.1280 -0.1177
C 0.229 2.406 -2.931 0.5852 -0.0721 0.1324
O 1.027 1.701 -2.022 -0.1511 -0.1843 -0.2714
C 2.385 1.293 -2.282 -0.6041 -0.0192 -0.2057
C 2.983 0.728 -1.023 -0.8049 0.3195 1.0683
O 4.042 0.164 -1.071 0.4621 -0.1459 0.0296
O 2.307 0.973 0.093 0.7125 -0.4717 -0.4456
H 2.221 4.625 -4.648 -0.0199 0.0198 0.0118
H 2.798 3.002 -4.314 -0.0102 0.0175 -0.0688
H 2.551 4.147 -2.987 -0.0386 -0.0247 -0.0253
H 0.101 4.794 -5.289 -0.0153 -0.0283 0.0163
H -3.114 2.656 -3.472 0.1097 0.0197 0.0082
H -1.454 1.449 -2.077 -0.0885 -0.1617 0.1229
H 3.004 2.130 -2.565 0.0738 0.1142 -0.0168
H 2.403 0.531 -3.054 -0.0274 -0.0766 -0.1537
I -1.111 0.987 6.088 -0.0208 0.0289 0.1362
C -0.368 1.756 4.337 0.1096 -0.0483 -0.1326
C -0.375 3.070 3.921 -0.1026 0.1602 0.1061
N 0.236 3.095 2.732 0.1416 0.1960 0.0372
N 0.650 1.890 2.344 -0.2677 -0.4672 0.3170
C 0.279 1.056 3.311 0.1972 -0.0392 -0.0027
H -0.766 3.964 4.385 0.0696 -0.1139 -0.0566
H 0.430 3.881 2.124 -0.0128 -0.0456 0.0076
H 0.520 0.001 3.248 -0.1073 0.2965 0.0258
```
Forces are in eV/Å.

Summary:
gap between HOMO and LUMO (spin up / spin down): 7.12 / 7.78 eV
2S+1: 5
E_HOMO (spin up / spin down): -0.2771 / -0.2811 Eh

=====

The following is a quantum chemistry calculation of a molecular structure, C31H41F6N8OY, from the Open Molecules 2025 dataset.

```
88
Properties=species:S:1:pos:R:3:forces:R:3
Y -0.334 0.436 -0.422 0.6457 0.2904 -0.6800
C 1.233 3.110 -2.210 0.1104 -0.0957 -0.0748
C 1.419 3.427 -0.732 0.0844 0.0388 0.0513
N 1.557 2.224 0.099 -0.0164 -0.0915 0.1606
C 2.898 1.633 0.090 0.0816 0.0638 0.1150
C 3.111 0.788 -1.127 -0.0215 -0.0863 0.0516
C 4.333 0.724 -1.774 -0.0307 -0.0139 0.0059
C 4.473 -0.152 -2.836 0.0150 -0.0079 0.0176
C 3.384 -0.912 -3.223 -0.0209 0.0132 0.0462
C 2.195 -0.768 -2.527 0.0361 -0.0222 0.0419
C 0.971 -1.562 -2.863 -0.0856 -0.1697 -0.0578
N -0.236 -0.764 -2.654 -0.1575 -0.1922 0.0649
C -0.566 0.168 -3.744 0.1002 -0.1191 -0.0658
C 0.280 1.427 -3.726 0.1907 0.0331 0.0291
N 0.189 2.106 -2.425 -0.4405 0.1196 0.0736
N 2.056 0.062 -1.495 0.0852 0.0524 -0.0999
H 2.163 2.708 -2.617 -0.0221 -0.0139 0.0177
H 1.029 4.041 -2.752 0.0361 -0.0051 0.0209
H 0.565 3.993 -0.361 -0.0216 -0.0344 0.0020
H 2.298 4.076 -0.625 -0.0452 0.0214 -0.0158
H 1.342 2.472 1.058 -0.0251 0.0594 -0.0292
H 2.980 0.969 0.958 0.0025 -0.0110 -0.0095
H 3.683 2.395 0.172 -0.0264 -0.0120 -0.0066
H 5.158 1.334 -1.432 0.0124 0.0078 -0.0038
H 5.419 -0.243 -3.353 0.0023 0.0056 -0.0122
H 3.447 -1.607 -4.049 -0.0010 -0.0150 -0.0140
H 0.931 -2.413 -2.175 0.0093 0.0005 -0.0151
H 1.033 -1.958 -3.884 0.0064 0.0214 0.0193
H -1.025 -1.394 -2.539 -0.0431 0.0605 0.0081
H -1.607 0.440 -3.627 -0.0212 0.0097 -0.0032
H -0.457 -0.322 -4.720 -0.0002 0.0401 0.0018
H -0.033 2.079 -4.550 -0.0055 -0.0281 0.0011
H 1.331 1.187 -3.896 -0.0170 0.0075 0.0051
H -0.725 2.553 -2.374 0.0252 0.0458 -0.0572
C -4.541 -0.451 -0.291 -0.0291 -0.0045 0.0107
C -3.703 0.356 -1.286 0.0332 -0.2106 0.1249
O -2.365 0.187 -1.084 -0.1334 0.4361 0.1319
C -4.068 1.853 -1.160 -0.0365 0.0304 0.0679
F -3.118 2.653 -1.696 0.0154 0.0125 -0.0678
F -5.225 2.167 -1.755 -0.0299 -0.0081 0.0194
F -4.177 2.209 0.130 0.0236 0.0012 0.0089
C -4.083 -0.115 -2.715 -0.0255 0.0173 -0.0459
F -3.455 -1.269 -3.000 0.0243 -0.0414 0.0077
F -5.393 -0.330 -2.871 -0.0157 -0.0055 0.0136
F -3.719 0.772 -3.666 0.0106 0.0278 -0.0174
H -4.201 -0.220 0.715 0.0153 0.0014 -0.0071
H -4.377 -1.512 -0.476 0.0141 -0.0064 0.0159
H -5.606 -0.238 -0.367 -0.0061 0.0221 -0.0340
N -2.243 1.702 4.615 -0.0658 0.0002 0.0308
C -2.064 2.295 3.412 0.1368 -0.1087 -0.0820
C -1.242 1.694 2.429 0.0407 0.1362 0.0791
N -1.056 2.265 1.252 -0.5058 -0.1415 -0.1164
C -1.660 3.444 1.019 0.0451 -0.0207 0.2081
C -2.436 4.028 1.997 0.0230 -0.0085 -0.0362
N -2.650 3.464 3.182 -0.0535 0.0850 0.0231
H -2.003 0.733 4.738 0.0288 -0.0013 -0.0056
H -2.954 2.085 5.215 0.0163 0.0050 0.0052
H -0.744 0.750 2.615 -0.0171 -0.0292 0.0033
H -1.543 3.901 0.048 -0.0200 -0.0301 -0.0304
H -2.923 4.977 1.812 -0.0046 0.0097 0.0226
C 3.643 -2.184 0.336 0.0512 0.1256 -0.0459
C 3.214 -2.529 1.590 -0.1461 0.0743 0.0581
C 2.485 -3.739 1.882 0.0603 -0.0417 0.0258
C 2.015 -4.026 3.131 -0.0093 -0.0872 -0.0403
C 2.203 -3.149 4.220 -0.0223 0.0720 0.0024
C 2.904 -1.952 3.967 -0.0104 0.0678 0.0034
C 3.380 -1.651 2.724 0.0850 0.0090 0.0094
C 1.692 -3.442 5.509 -0.0127 -0.0044 -0.0696
N 1.263 -3.673 6.557 -0.0342 0.0043 0.0758
H 4.155 -1.240 0.198 0.1358 -0.0760 -0.0775
H 3.486 -2.817 -0.528 0.0643 -0.0923 0.0111
H 2.298 -4.437 1.072 0.0350 -0.0236 -0.0111
H 1.472 -4.951 3.294 0.0023 0.0054 0.0104
H 3.060 -1.252 4.782 0.0026 -0.0232 0.0171
H 3.907 -0.712 2.574 0.0645 -0.0290 0.0063
C -1.444 -2.972 0.321 -0.0556 -0.0544 -0.0708
C -0.844 -2.284 1.545 0.0429 -0.1623 0.0141
C -1.939 -1.680 2.414 -0.1045 0.0404 0.0116
C 0.209 -1.247 1.130 -0.2764 -0.0261 0.2165
H -2.178 -3.735 0.595 0.0123 -0.0160 0.0301
H -0.657 -3.470 -0.253 0.0125 0.0171 -0.0223
H -1.955 -2.256 -0.335 0.0294 0.0190 0.0215
H -0.364 -3.072 2.141 0.0006 0.0693 -0.0080
H -2.444 -0.853 1.900 0.0174 0.0051 -0.0155
H -1.517 -1.297 3.349 0.0188 -0.0151 0.0131
H -2.706 -2.411 2.680 0.0271 -0.0350 0.0093
H 1.055 -1.782 0.674 -0.0300 0.0673 -0.0349
H 0.656 -0.841 2.055 0.1138 -0.0315 -0.0593
```
Forces are in eV/Å.

Summary:
energy relative to the best compared isomer or geometry (same formula, charge and spin): 40.8 kcal per mole
gap between HOMO and LUMO: 4.06 eV
E_HOMO: -0.1701 Eh

=====

Number 1: maximum force 0.031 Eh/bohr, calculated total energy -6575.69543 Eh. Number 2: maximum force 0.019 Eh/bohr, calculated total energy -2356.78701 Eh.